1.
119
Properties=species:S:1:pos:R:3:mulliken_charge:R:1 method="wB97M-V/def2-TZVPD" homo_energy_ev="-8.20 / -8.20" spin_multiplicity=2
H -2.02 -3.36 6.16 0.4085
H 4.03 -1.21 0.66 0.0509
H -4.09 -1.91 -3.60 0.3655
C -0.49 4.97 3.32 -1.1337
H -7.35 -4.61 -4.53 0.3885
N 2.20 0.43 1.43 0.5867
H -1.78 4.07 0.41 0.3036
C -3.32 3.38 -2.74 -0.9349
C -1.49 4.47 1.36 -0.8223
H 0.34 7.51 4.38 0.2877
H 2.54 -2.30 1.01 0.4001
H 6.71 -4.62 -3.58 0.3630
H 2.98 -1.93 2.71 0.2533
H -0.73 -5.41 2.72 0.4319
O -1.57 -2.09 -0.80 -0.2663
H 3.99 -0.90 -1.10 0.3209
C -6.39 -4.20 -4.25 -0.4813
C 2.25 8.77 6.68 -0.4254
H -2.79 4.27 -3.04 0.3510
C -5.93 5.33 -4.64 -0.2247
H 0.19 4.97 4.15 0.4944
H -0.12 -1.94 1.05 0.2696
N 5.83 -6.56 -3.80 0.0255
H -3.51 2.10 -4.50 0.4632
C -1.14 -3.32 -1.12 0.9249
C -2.86 -3.28 4.10 -0.6549
H -2.86 -3.93 1.95 0.5572
H 5.15 -6.52 -3.06 0.1975
N 5.45 -4.10 0.54 0.1356
C 5.91 -3.65 1.75 -0.2161
H -0.62 1.59 -1.19 0.4965
H 0.27 1.88 0.29 -0.7071
C 7.02 -7.29 -5.51 -0.4182
H 5.40 -2.87 2.28 0.2809
C 2.65 0.38 0.02 1.7972
H -1.40 1.20 0.34 0.5865
H 1.49 0.45 -1.78 0.5322
H 1.85 -0.09 3.98 0.4436
H 2.50 9.61 7.31 0.3702
C 7.45 -5.98 -5.18 -0.3825
C 2.82 7.53 6.57 -0.7414
C -7.29 5.27 -2.87 -0.5194
F 0.18 -3.53 -0.89 -0.2224
C -0.79 -0.98 -1.31 -1.6167
H 0.32 3.40 1.95 0.5326
C 3.95 -0.45 -0.11 -1.4787
H 7.41 -7.92 -6.29 0.3844
H 6.09 -5.58 -0.87 0.2997
N -2.20 5.45 2.00 0.0791
C 7.26 -5.29 1.00 -0.4466
C 6.70 -5.55 -4.12 -0.4575
C 1.10 7.65 5.12 -0.4888
H 5.43 -8.52 -4.54 0.3676
C 2.09 6.82 5.58 -0.0428
N -6.23 4.66 -3.49 0.0545
N -1.11 -4.53 4.63 0.0318
H -4.85 1.72 -0.40 0.4238
C -4.43 2.03 -1.34 -0.9008
F -1.32 -3.58 -2.45 -0.3374
H 3.66 7.17 7.13 0.3837
H 8.23 -5.41 -5.67 0.3929
H 1.78 -1.19 -1.24 0.6238
H -4.85 0.46 -2.80 0.5738
H -7.68 4.89 -1.94 0.3621
C -1.60 5.76 3.19 -0.5531
H -5.11 -5.98 -3.87 0.3770
C 1.37 -0.68 1.95 2.0872
C -6.05 -2.83 -4.16 -0.4251
H -5.76 3.84 -3.16 0.3897
H 2.27 5.81 5.24 0.4881
H 0.62 9.63 5.67 0.1822
C -6.80 6.38 -4.76 -0.6526
C 0.11 -0.23 -0.29 4.1821
C -2.03 -3.65 5.13 -0.5411
H 4.81 0.22 -0.04 0.4867
H 3.45 1.69 -1.45 0.4765
O 1.93 1.59 1.91 -0.5914
C 7.03 -4.37 2.06 -0.6410
C -7.66 6.35 -3.63 -0.4937
H 2.14 2.43 -0.55 0.2028
H 0.49 -1.24 3.81 0.4682
C 6.02 -7.62 -4.64 -0.4678
H 3.75 2.24 0.20 0.5356
C 6.27 -5.09 0.07 -0.4237
H 4.64 -3.75 0.06 0.1893
C 0.98 -0.36 3.39 -1.8335
H -8.46 7.03 -3.40 0.3917
H 0.26 0.46 3.43 0.3521
H -0.20 -1.33 -2.16 0.4169
C -3.71 2.28 -3.46 -0.3229
H -3.69 -2.61 4.17 0.3980
N 1.21 8.84 5.80 -0.0017
F -1.86 -4.24 -0.45 -0.2756
N -4.27 -4.04 -3.64 0.0864
C 1.53 -0.19 -0.89 -2.9267
C -0.44 1.20 -0.18 -1.4930
H -6.69 -1.98 -4.35 0.4132
C -4.73 -2.76 -3.78 -0.3176
C 3.01 1.79 -0.46 -1.8925
H -3.04 5.88 1.65 0.1709
H -1.54 -0.30 -1.71 0.4020
C -5.27 -4.92 -3.93 -0.5769
H -2.01 6.51 3.84 0.4543
H 8.07 -6.00 0.92 0.4056
H 1.49 -2.78 2.32 0.4489
H -3.63 3.88 -0.72 0.1652
H -0.75 -0.45 1.66 0.3652
H -3.34 -4.28 -3.37 0.1897
N -3.77 3.22 -1.46 0.2700
C 0.08 -0.88 1.10 -2.1581
H -5.13 5.00 -5.28 0.3651
C -4.41 1.42 -2.56 -0.1367
H -0.38 -4.97 5.17 0.1847
H -6.82 7.10 -5.56 0.3918
C -0.43 4.14 2.17 0.4385
C -1.34 -4.74 3.30 -0.7964
C -2.42 -3.97 2.94 -0.0197
H 7.62 -4.25 2.95 0.4159
C 2.16 -1.99 1.98 -1.9267

***

2.
120
Properties=species:S:1:pos:R:3:mulliken_charge:R:1 method="wB97M-V/def2-TZVPD" homo_energy_ev="-3.69 / -4.31" total_charge=-1 spin_multiplicity=4
H 3.25 -4.75 7.02 0.4377
H 2.39 -5.63 4.23 0.3677
C -0.15 -1.84 -4.00 0.1442
C 3.22 -3.98 6.25 -2.1766
H -3.58 2.66 6.82 0.4295
H -0.73 4.73 4.65 0.4117
H 3.93 2.12 3.01 0.4850
S 3.87 -0.18 -2.68 -0.3173
C 0.79 -3.71 6.63 -1.6787
C -2.19 0.94 5.10 -0.7083
H -2.09 3.44 0.76 -0.0646
H 4.03 -4.18 5.54 0.4037
H 4.59 -0.14 4.97 0.4297
C 0.58 -2.82 3.72 -0.2116
C -3.97 -0.04 6.56 -1.7798
H 0.66 -5.47 4.49 0.3077
N -0.36 -0.93 -3.13 -0.6286
N -0.72 -1.39 -1.89 0.5049
H -4.69 -3.35 -0.53 0.4508
H 3.42 -3.02 6.72 0.3882
H 1.43 -1.49 -5.36 0.1826
C 0.41 3.08 -3.36 -0.4567
H 3.69 -2.11 -0.61 0.3561
H 0.85 -4.45 7.43 0.4973
C 3.18 1.34 3.16 -1.7168
H 2.27 -1.58 0.14 -0.1973
O -0.99 1.44 1.14 0.6880
H 0.29 -2.37 -7.40 0.4119
C -2.83 2.03 7.30 -2.3483
C -1.50 2.41 3.25 -0.4210
C 1.73 1.16 -2.43 -0.7529
H -2.17 -1.16 4.61 0.3467
C 2.66 -0.65 -1.53 -0.1863
C 4.42 -0.10 1.53 -1.5262
C -4.31 -0.30 0.67 0.7319
C 4.94 -0.22 3.95 -2.5562
S -1.20 3.70 -3.21 -0.3836
H 5.68 0.57 3.79 0.4503
H -1.89 2.60 7.36 0.3816
H -0.22 -3.76 6.20 0.3259
N -1.27 -3.42 -0.81 -0.1680
H -3.24 -0.66 -3.11 0.1464
C -1.22 3.82 2.72 2.5839
C -1.58 -0.11 7.28 -1.6320
C 0.24 3.92 2.23 -1.5520
H -3.89 -1.01 6.07 0.2961
N 2.75 -1.77 -0.75 -0.3260
H 5.23 0.63 1.45 0.4932
H 3.17 1.83 -3.94 0.4773
H -3.31 -2.42 -3.01 0.2365
C -2.18 4.15 1.57 -1.4169
H -0.29 -3.43 3.96 0.4894
C 1.63 -5.40 4.98 -1.7852
C -2.64 0.72 6.54 2.2615
C 0.56 2.04 -2.53 -0.9125
H -0.04 -0.59 -5.67 0.3253
C -1.40 4.89 3.80 -2.5668
H 5.45 -1.18 3.83 0.4607
H -3.44 2.93 -1.91 0.0619
H 0.32 -3.61 -6.15 0.3626
N -0.51 1.69 -1.73 1.3674
H -4.26 0.66 2.59 0.0243
C 3.80 -0.05 2.94 2.7162
H -3.21 4.14 1.93 0.2769
C -0.08 -2.63 -6.41 -1.3886
C -3.83 -1.51 -2.75 -1.0988
H -4.74 0.53 6.04 0.3645
H -3.53 0.67 -1.04 0.2668
C 0.34 -1.57 -5.39 0.0202
C -0.85 -2.70 -1.87 -0.0995
C 1.76 -2.95 4.44 -0.6461
H -3.62 1.63 1.25 -0.0841
C 1.86 -3.99 5.56 2.2603
C -4.64 -1.62 0.89 -0.9019
C 2.87 1.16 -3.15 -0.2197
H -4.78 -1.51 -3.29 0.4030
C -4.05 -1.39 -1.27 0.8008
H -1.88 -0.30 8.31 0.4695
H -2.06 3.06 5.19 0.6602
Se -1.23 -1.53 1.90 -0.2242
V -0.20 0.16 -0.22 0.8787
H 3.67 0.12 0.78 0.1145
C -1.32 1.29 2.39 -0.2090
H -1.17 -2.71 -6.47 0.3296
H -1.97 5.15 1.18 0.5353
C -2.00 -0.15 4.26 -1.1482
H -5.37 1.40 1.42 0.4031
N 1.63 0.14 -1.50 1.3964
C 2.79 -2.06 4.13 -0.4479
H -1.54 -4.37 -0.98 0.2770
C 1.54 -1.06 2.31 0.0125
C 0.47 -1.90 2.70 -0.2190
H 3.69 -2.10 4.72 0.5590
H 1.13 3.50 -4.05 0.4520
H -3.16 1.82 8.32 0.4397
H 1.67 -6.15 5.77 0.4632
H 4.85 -1.09 1.34 0.2855
C 2.71 -1.11 3.12 0.0592
H -1.17 5.87 3.37 0.4708
C -1.57 0.03 2.95 1.0040
H -1.86 -2.91 -0.16 -0.3733
O 1.44 -0.29 1.27 -0.4194
H -2.43 4.93 4.17 0.4187
S -0.43 -3.46 -3.38 -0.3909
N -3.95 -0.19 -0.64 0.2581
H -4.97 -2.03 1.84 0.4097
H 0.43 3.20 1.44 -0.1144
H 2.36 1.50 2.46 0.0766
H 2.79 1.42 4.18 0.3556
N -2.80 2.23 -1.55 -0.6711
C -4.48 -2.31 -0.34 -1.2365
H 0.93 3.73 3.06 0.2687
H -4.30 -0.21 7.59 0.4663
C -1.92 2.20 4.55 -0.1048
H -1.42 -1.08 6.79 0.2954
H -0.62 0.41 7.28 0.3212
H 0.93 -2.72 7.05 0.3351
C -1.61 2.41 -2.02 -0.4665
C -4.40 0.91 1.54 -0.4680
H 0.43 4.93 1.85 0.5582

***

| no. | largest force on an atom (eV/Å) |
| --- | --- |
| 1 | 1.1 |
| 2 | 0.5 |